This record from the Open Molecules 2025 dataset describes the molecule C5H11NO. The level of theory is wB97M-V/def2-TZVPD.

For the LUMO energy, the calculation gives 1.03 eV. The total energy comes out at -8900.002 eV. Its SMILES is CC[C@H]1C[C@H](O)N1. For the HOMO energy, the calculation gives -9.115 eV. The value obtained for the energy above the lowest of the compared OMol25 structures with the same formula, charge and spin is 39.1 kcal/mol.

Element x y z (Å)
C -2.10796 -0.65502 -1.06827
C -1.46811 0.09754 0.09814
C -0.00040 0.36820 -0.14880
C 0.88350 0.84922 1.01702
N 0.86308 -0.81806 -0.35851
C 1.89601 -0.24859 0.52837
O 3.01648 0.26062 -0.13893
H -2.01754 -0.08370 -2.00017
H -1.61646 -1.62096 -1.23218
H -3.16993 -0.84334 -0.88256
H -1.97938 1.05653 0.25701
H -1.57612 -0.47752 1.03042
H 0.10172 1.02330 -1.02631
H 2.82441 1.17860 -0.35726
H 1.15980 1.91600 0.99639
H 0.44028 0.65428 2.00098
H 0.45061 -1.63707 0.08769
H 2.30002 -1.02002 1.19697

***

This record from the Open Molecules 2025 dataset describes a cluster of 8 separate species, C24H67ClN5O11 in total at a distorted geometry. The level of theory is wB97M-V/def2-TZVPD.

For the LUMO energy, the calculation gives 2.57 eV. The charge is -1. The total energy comes out at -68460.791 eV. For the HOMO energy, the calculation gives -6.164 eV. The value obtained for the energy above the lowest of the compared OMol25 structures with the same formula, charge and spin is 17.6 kcal/mol.

Element x y z (Å)
Cl 15.50682 -0.55043 -8.87711
O 16.69959 0.07309 -9.31078
O 14.41695 0.42844 -8.80925
O 15.22882 -1.69713 -9.72260
O 15.72789 -1.06216 -7.56953
C 19.41985 0.74212 -6.64001
C 20.17634 0.88211 -7.93014
C 21.68924 0.78901 -7.73815
O 22.10895 1.98250 -7.01754
C 23.45744 2.07562 -6.66615
N 19.66398 -0.15455 -8.76691
H 19.66523 -0.20181 -6.15329
H 18.34110 0.63906 -6.75740
H 19.60132 1.55578 -5.93779
H 19.81495 1.82284 -8.34549
H 22.16795 0.65568 -8.70829
H 21.95888 -0.08396 -7.14374
H 23.51674 2.83071 -5.88230
H 23.90026 2.46115 -7.58451
H 23.88842 1.14024 -6.30920
H 20.11832 0.12777 -9.62364
H 18.67669 -0.13660 -8.97913
C 13.18954 -4.83387 -9.19264
C 12.10100 -3.79748 -8.97730
C 11.97401 -3.35151 -7.50956
O 11.69591 -4.44512 -6.63481
C 11.58498 -3.96310 -5.29365
N 12.28531 -2.71908 -9.92180
H 14.16104 -4.35378 -9.07521
H 13.14923 -5.35354 -10.14994
H 13.20222 -5.58819 -8.40591
H 11.23215 -4.38477 -9.27445
H 11.16256 -2.62974 -7.41623
H 12.90273 -2.90073 -7.15976
H 12.42289 -3.33695 -4.98712
H 11.24115 -4.71256 -4.58078
H 10.76391 -3.24626 -5.28455
H 13.22633 -2.36313 -9.83297
H 12.38676 -3.07720 -10.86071
C 14.14646 -2.76795 -14.83920
C 14.58277 -2.14224 -13.57826
C 13.45913 -1.33475 -12.86882
O 12.73302 -0.47490 -13.75257
C 11.93680 0.61111 -13.15089
N 15.19959 -3.12070 -12.73127
H 13.35239 -3.51464 -14.84024
H 15.04133 -3.08308 -15.37587
H 13.80896 -1.98174 -15.51453
H 15.30097 -1.36055 -13.82576
H 13.80141 -0.83862 -11.96064
H 12.72005 -2.04670 -12.50142
H 11.79860 1.37065 -13.92038
H 12.55781 1.08176 -12.38870
H 10.99376 0.27946 -12.71641
H 14.47351 -3.79937 -12.55152
H 15.35438 -2.77175 -11.79619
C 15.93745 -4.32205 -6.17157
C 17.37052 -4.46997 -6.72560
C 17.63773 -5.88975 -7.29761
O 17.42656 -6.88938 -6.32259
C 17.63792 -8.15594 -6.81734
N 17.64237 -3.32742 -7.57965
H 15.22991 -4.66812 -6.92505
H 15.66900 -3.30988 -5.86901
H 15.83217 -4.95144 -5.28789
H 18.00578 -4.36278 -5.84637
H 18.66590 -5.95836 -7.65295
H 17.11472 -6.13346 -8.22236
H 17.30474 -8.93711 -6.13407
H 18.69504 -8.38540 -6.95129
H 17.11743 -8.28765 -7.76594
H 17.17720 -2.50291 -7.22765
H 17.26994 -3.56134 -8.48887
C 16.66099 1.46704 -12.83901
C 16.58365 2.73468 -11.98863
C 15.19308 2.91931 -11.43368
O 14.88611 4.31584 -11.22700
C 13.52298 4.48507 -10.91341
N 17.62995 2.71130 -11.00865
H 17.63743 1.31089 -13.29758
H 15.94183 1.53675 -13.65512
H 16.37952 0.50292 -12.41552
H 16.83696 3.53281 -12.68642
H 15.13098 2.32500 -10.52206
H 14.44282 2.43563 -12.05920
H 13.28005 5.44697 -10.46193
H 13.21764 3.72101 -10.19851
H 13.02844 4.44491 -11.88393
H 17.38370 2.03807 -10.29716
H 17.56122 3.61070 -10.55428
C 18.51497 -3.26827 -10.98394
C 18.29339 -2.07544 -11.88305
O 17.95341 -2.47940 -13.22561
H 18.95572 -3.04668 -10.01197
H 19.17048 -3.96874 -11.50138
H 17.57088 -3.76384 -10.75765
H 19.18416 -1.44869 -11.92581
H 17.50442 -1.42446 -11.50642
H 17.08979 -2.89332 -13.15906
C 14.38363 -1.61936 -3.83007
C 14.38817 -0.14601 -4.18900
O 14.85355 0.60660 -3.14925
H 14.20072 -2.33275 -4.63364
H 13.69500 -1.85984 -3.02010
H 15.29667 -1.89059 -3.30007
H 13.35231 0.16481 -4.32497
H 14.84586 0.03082 -5.16232
H 14.10119 0.87378 -2.61617

***

This record from the Open Molecules 2025 dataset describes a cluster of 2 separate species, C5H14 in total at a distorted geometry. The level of theory is wB97M-V/def2-TZVPD.

For the LUMO energy, the calculation gives 1.14 eV. The total energy comes out at -5411.586 eV. Its SMILES is CCC.CC. For the HOMO energy, the calculation gives -11.061 eV. The value obtained for the energy above the lowest of the compared OMol25 structures with the same formula, charge and spin is 10.7 kcal/mol.

Element x y z (Å)
C 1.37124 0.00833 1.67058
C -0.07774 -0.39963 1.32057
C 1.54418 1.52689 1.65390
H 1.79365 -0.44492 2.56338
H 2.02018 -0.31218 0.84725
H -0.64208 0.50952 1.39590
H 0.96860 2.00723 2.43752
H 2.58965 1.83491 1.71086
H 1.21803 1.97343 0.70866
H -0.20281 -0.57156 0.25379
H -0.40844 -1.25975 1.88824
C -1.17218 -1.35727 -2.12604
C -1.34584 0.15518 -1.97435
H -2.09828 -1.90135 -1.94952
H -0.76242 -1.63306 -3.09465
H -0.53592 -1.77097 -1.33879
H -0.43458 0.74293 -1.90838
H -2.03710 0.36489 -1.16094
H -1.78815 0.52736 -2.89796

***

This record from the Open Molecules 2025 dataset describes a structure of composition C42H44O3P2SZn at a distorted geometry. The level of theory is wB97M-V/def2-TZVPD.

For the LUMO energy (spin up / spin down), the calculation gives -0.59 / 0.05 eV. The total energy comes out at -128233.498 eV. For the HOMO energy (spin up / spin down), the calculation gives -5.882 / -6.117 eV. The value obtained for the energy above the lowest of the compared OMol25 structures with the same formula, charge and spin is 0.0 kcal/mol.

Element x y z (Å)
Zn 3.66832 -0.37412 -1.96317
C 5.37762 0.70891 -2.06011
C 4.68231 1.81228 -2.55613
C 4.67027 2.17957 -3.96342
C 4.60270 0.94713 -4.98489
C 3.89672 -0.25068 -4.46577
C 4.45431 -1.19394 -3.63674
C 5.96646 -1.25104 -3.47402
C 6.50849 0.07000 -2.86035
C -0.85663 -1.15374 -0.86217
H 5.71431 0.80932 -1.03746
H 4.21008 2.51738 -1.89051
H 5.58826 2.71220 -4.22014
H 3.82804 2.84261 -4.19284
H 4.04109 1.30863 -5.86774
H 5.62168 0.68439 -5.32214
H 2.95732 -0.45440 -4.96253
H 3.99454 -2.17330 -3.59457
H 6.43535 -1.41098 -4.45674
H 6.20777 -2.08455 -2.78095
H 7.36106 -0.17096 -2.20045
H 6.84025 0.75838 -3.64750
H -0.20449 -1.25738 0.02053
H -1.68228 -1.87079 -0.82867
H -1.17995 -0.09809 -0.91517
P 1.90117 1.86034 -0.55274
P 0.12608 -1.44616 -2.25805
C 1.58863 1.12959 -2.20553
C 1.35059 -0.17559 -2.68246
C 1.49286 3.62606 -0.75008
C 1.94918 4.51566 -1.74200
C 1.55090 5.85069 -1.71946
C 0.65674 6.30999 -0.75468
C 0.15595 5.42177 0.19910
C 0.53563 4.09308 0.18288
C 3.53556 1.55658 0.34480
C 4.16474 0.35203 0.66164
C 4.92612 0.19205 1.80297
C 5.46573 1.33977 2.35724
C 5.05568 2.58413 1.89672
C 4.07953 2.69207 0.93551
C -0.94630 -1.60651 -3.69274
C -1.77897 -0.51662 -3.96244
C -2.83776 -0.63100 -4.85497
C -3.05207 -1.83891 -5.53599
C -2.18513 -2.91863 -5.31588
C -1.15242 -2.80465 -4.38489
C 1.11373 -2.95772 -2.05980
C 1.11121 -3.68796 -0.86305
C 1.99077 -4.75545 -0.67880
C 2.89337 -5.09434 -1.68931
C 2.91508 -4.37357 -2.89428
C 1.98463 -3.34451 -3.08539
H 1.61218 1.91867 -2.96484
H 1.56999 -0.21146 -3.75171
H 2.64153 4.18271 -2.50186
H 1.93037 6.54859 -2.45536
H 0.32311 7.34921 -0.74407
H -0.53335 5.75558 0.96331
H 0.12181 3.37982 0.88047
H 4.19256 -0.44567 -0.10250
H 5.10759 -0.80367 2.19806
H 6.23188 1.22192 3.10937
H 5.54032 3.45651 2.29719
H 3.79140 3.66985 0.60995
H -1.57119 0.42836 -3.48056
H -3.48944 0.22171 -5.03144
H -3.91209 -1.93797 -6.20851
H -2.34427 -3.84218 -5.87494
H -0.48725 -3.64397 -4.23983
H 0.41542 -3.41648 -0.08214
H 1.96631 -5.32753 0.25568
H 3.56692 -5.94923 -1.55699
H 3.66582 -4.59711 -3.65977
H 1.99471 -2.81490 -4.03475
C -4.97154 -1.40069 5.01156
C -3.75408 -0.91642 4.29196
C -3.83324 0.20417 3.46331
C -2.72680 0.67525 2.77256
C -1.49283 0.01815 2.89239
C -1.38171 -1.08777 3.75795
C -2.51083 -1.53547 4.44304
S -0.08216 0.62274 1.97723
O -0.74486 1.32942 0.87987
O 0.71139 1.44963 2.86303
O 0.59196 -0.61795 1.56834
H -5.37547 -0.64207 5.69588
H -5.77832 -1.64797 4.30697
H -4.73503 -2.29520 5.59602
H -4.77403 0.73610 3.35421
H -2.79854 1.52599 2.09829
H -0.43247 -1.60742 3.87531
H -2.45574 -2.38855 5.12049

***

This record from the Open Molecules 2025 dataset describes the molecule C25H24O12. The level of theory is wB97M-V/def2-TZVPD.

For the LUMO energy, the calculation gives -0.35 eV. The total energy comes out at -50885.008 eV. Its SMILES is O=C(/C=C/c1ccc(O)c(O)c1)O[C@H]1[C@H](O)C[C@@](OC(=O)/C=C/c2ccc(O)c(O)c2)(C(=O)O)C[C@@H]1O. For the HOMO energy, the calculation gives -8.420 eV. The value obtained for the energy above the lowest of the compared OMol25 structures with the same formula, charge and spin is 1.6 kcal/mol.

Element x y z (Å)
O -0.30881 -4.32892 2.13934
C -0.61169 -3.41821 1.40991
O -1.93376 -3.11825 1.29356
C -2.40269 -1.88373 0.76689
C -3.67641 -1.55584 1.57661
C -4.23985 -0.18930 1.17706
C -4.02081 0.11811 -0.30619
C -3.96371 -1.18700 -1.11308
H -4.85912 -1.76833 -0.90069
H -3.93401 -0.96463 -2.18144
C -2.69250 -1.96940 -0.75196
O -1.60287 -1.50881 -1.51650
H -1.62425 -0.54135 -1.48600
H -2.81283 -3.02558 -1.01598
C -5.15921 0.99189 -0.86374
O -6.20300 1.17831 -0.30858
O -4.90582 1.37299 -2.11917
H -5.62664 1.93588 -2.44259
O -2.75340 0.77055 -0.49216
C -2.70498 2.10969 -0.32414
O -3.69401 2.78190 -0.16428
C -1.32882 2.60647 -0.37754
C -0.28180 1.85930 0.00389
C 1.10772 2.25960 0.00247
C 1.59786 3.26158 -0.83651
C 2.94027 3.57785 -0.84810
C 3.82771 2.92333 -0.00298
C 3.33827 1.93607 0.87099
C 2.00322 1.59764 0.85177
H 1.64226 0.82158 1.51326
O 4.25546 1.34964 1.69987
H 3.83895 0.64614 2.20898
O 5.14011 3.22403 -0.03157
H 5.60464 2.63915 0.58511
H 3.33063 4.33175 -1.51209
H 0.92648 3.77143 -1.50853
H -0.47069 0.86469 0.38983
H -1.22506 3.64045 -0.66621
H -3.74812 0.57064 1.78720
H -5.30643 -0.14286 1.39640
O -3.37844 -1.51103 2.94621
H -2.98384 -2.35802 3.19319
H -4.40879 -2.35317 1.37902
H -1.66484 -1.09474 0.96107
C 0.34725 -2.62657 0.63222
C 1.64656 -2.61114 0.96605
C 2.69859 -1.87831 0.29781
C 4.00233 -1.95148 0.79531
C 5.03175 -1.23873 0.21447
C 4.78649 -0.41746 -0.87763
C 3.48215 -0.34643 -1.39698
C 2.46080 -1.06879 -0.82095
H 1.46898 -0.99907 -1.24281
O 3.30136 0.48209 -2.47484
H 2.37956 0.45739 -2.75194
O 5.78372 0.31240 -1.41960
H 5.42219 0.83038 -2.15315
H 6.03694 -1.29191 0.59970
H 4.20676 -2.57899 1.64971
H 1.94498 -3.18047 1.83840
H -0.02676 -2.11439 -0.23840